1.
A molecular structure, C3H2CuLiMgO3, computed with ωB97M-V/def2-TZVPD.

Results
- Total energy: -59557.7461 eV
- HOMO level: -14.39 eV
- Net charge: +2
- ΔE to the lowest compared entry with this formula, charge and spin: 0.0 kJ/mol
- Kohn-Sham gap: 5.17 eV

Cartesian coordinates (Å):
Cu 2.289 1.072 2.504
Mg -1.799 -2.870 0.978
O 1.956 0.009 0.700
O -1.065 -0.609 -1.488
O -1.326 -1.284 1.838
C -1.378 -1.538 -0.902
C 0.991 -0.862 1.046
C -0.222 -0.477 1.508
Li 3.212 0.299 -0.951
H -0.468 0.593 1.606
H 1.242 -1.929 0.942

=====

2.
A single C3H9O4P molecule, computed with ωB97M-V/def2-TZVPD.

Results
- Total energy: -20735.2171 eV
- SMILES: CP(O)CC(O)(O)O
- HOMO level: -8.81 eV
- ΔE to the lowest compared entry with this formula, charge and spin: 198.9 kJ/mol
- Kohn-Sham gap: 9.56 eV

Cartesian coordinates (Å):
P -1.049 0.506 0.433
O 1.507 1.433 0.004
O 1.945 -0.316 1.247
O -1.739 1.215 -0.835
O 2.671 -0.276 -0.867
C 1.624 0.016 -0.019
C -2.528 -0.653 0.431
C 0.344 -0.528 -0.473
H -2.507 -1.154 -0.521
H 2.488 1.703 0.085
H 0.215 -1.591 -0.132
H 0.243 -0.586 -1.499
H 3.369 -0.614 -0.363
H -3.453 -0.113 0.330
H -1.535 2.149 -0.955
H 1.121 -0.066 1.770
H -2.716 -1.125 1.366

=====

3.
4 unconnected molecules or ions with the total composition C27H47BrNO5PS, computed with ωB97M-V/def2-TZVPD.

Results
- Total energy: -130652.4539 eV
- SMILES: CCCNC1=C(Br)C(=O)C(P(C)CC)=C(CCCS)C1=O.C1CCOC1.C1CCOC1.C1CCOC1
- HOMO level: -7.84 eV
- Kohn-Sham gap: 7.31 eV

Cartesian coordinates (Å):
Br -3.096 -1.498 -1.394
S 4.278 0.308 -1.571
P 0.047 -0.344 3.025
O 1.406 -3.840 -0.526
O -2.344 -1.773 1.618
O -0.713 3.833 0.659
O -2.918 1.923 5.226
O 1.662 -4.150 -5.097
N -0.448 -2.760 -2.512
C -0.524 -0.484 -3.633
C -4.781 3.035 6.175
C 1.032 -2.011 0.941
C -4.179 2.509 4.882
C 2.911 -0.662 -0.785
C 0.303 -1.730 -3.274
C 0.003 -1.418 1.537
C 2.450 -1.885 1.449
C -3.537 3.398 6.973
C -0.491 0.622 -2.544
C 3.383 -0.952 0.635
C -2.573 2.295 6.565
C -1.417 0.787 2.805
C 0.758 -2.881 -0.251
C 1.575 -4.114 -6.527
C -1.473 -1.961 -0.533
C -1.484 3.452 -0.487
C -1.923 4.741 -1.163
C -1.358 -1.702 0.959
C 2.427 -5.262 -7.044
C -0.772 5.678 -0.823
C 2.264 -5.387 -4.691
C 1.494 0.822 2.975
C 2.522 0.551 4.110
C 2.294 -6.280 -5.921
C -0.410 5.230 0.584
C -0.433 -2.514 -1.120
H 3.275 -5.170 -4.332
H 4.344 -1.470 0.538
H -1.346 1.205 1.795
H 2.884 -2.890 1.380
H 1.347 -6.817 -6.017
H -3.156 4.369 6.646
H -1.554 -0.735 -3.888
H -5.331 2.239 6.684
H 2.097 -5.631 -8.015
H -0.058 1.529 -2.980
H -2.848 5.107 -0.709
H -4.807 1.761 4.397
H -1.034 6.734 -0.878
H 0.644 5.386 0.819
H -2.094 4.622 -2.233
H 2.017 -0.041 -0.843
H 0.096 0.347 -1.665
H 3.506 0.345 3.678
H 2.209 -0.288 4.733
H -1.325 1.619 3.500
H 1.690 -5.818 -3.870
H 0.644 -2.223 -4.193
H -0.842 2.859 -1.143
H 2.822 -1.564 -1.387
H -0.127 -3.693 -2.745
H -1.489 0.912 -2.211
H -5.462 3.871 6.017
H -2.686 1.412 7.202
H 2.469 -1.650 2.514
H 1.084 1.819 3.164
H 3.612 -0.001 1.122
H 0.066 5.499 -1.501
H -3.993 3.322 4.171
H 2.620 1.440 4.734
H 0.524 -4.243 -6.807
H -2.354 0.275 2.996
H 1.913 -3.142 -6.888
H 3.099 -7.013 -5.893
H 1.147 -1.385 -2.660
H -3.701 3.442 8.049
H -0.080 -0.054 -4.538
H -1.530 2.614 6.596
H 3.469 -4.944 -7.136
H -1.015 5.750 1.336
H -2.326 2.832 -0.173
H 3.697 1.010 -2.568
H 1.949 0.874 1.985

=====

4.
8 unconnected molecules or ions with the total composition C25H53FN2O9S, computed with ωB97M-V/def2-TZVPD.

Results
- Total energy: -61725.0038 eV
- HOMO level: -12.90 eV
- Net charge: +2
- Kohn-Sham gap: 4.94 eV

Cartesian coordinates (Å):
S 5.487 -1.685 -2.135
F -4.758 -0.235 -1.975
O 9.375 -2.859 -3.016
O -7.746 -0.262 4.768
O 6.471 -2.203 -3.024
O 5.365 1.230 0.224
O -3.152 1.717 5.472
O -3.362 0.986 1.300
O -10.839 1.017 4.778
O 6.816 0.805 -5.131
O 5.723 -1.536 -0.734
N -3.421 -0.200 -2.077
N 3.459 -0.026 -2.633
C 7.526 2.354 0.460
C -12.180 0.547 6.768
C 4.919 -0.055 -2.706
C -7.254 -1.371 4.033
C 9.848 -4.014 -3.702
C -3.161 -1.251 2.271
C -6.990 -1.024 2.577
C 6.028 2.436 0.656
C 1.528 0.116 -1.282
C -2.843 -1.206 -2.739
C 1.348 -0.240 -3.657
C 2.895 0.145 -1.422
C 10.009 -3.777 -5.191
C -10.821 0.913 6.208
C -3.050 0.242 2.497
C 6.096 0.621 -7.467
C -4.155 2.196 6.376
C -1.483 -1.182 -2.853
C -0.755 -0.129 -2.282
C -5.466 2.435 5.656
C -2.800 0.822 -1.502
C 2.712 -0.206 -3.742
C 0.729 -0.088 -2.404
C -1.433 0.872 -1.595
C 6.949 1.354 -6.453
H 5.042 0.657 -7.180
H -11.470 1.708 4.554
H -6.278 -0.195 2.515
H 6.197 1.068 -8.455
H -4.260 1.421 7.133
H -2.033 0.521 2.766
H 5.288 0.147 -3.710
H 4.355 -2.424 -2.280
H -7.910 -0.711 2.081
H 1.105 0.254 -0.297
H -4.281 0.777 1.090
H 6.392 -0.428 -7.540
H 10.694 -2.948 -5.371
H -12.142 0.450 7.853
H -10.086 0.144 6.440
H -4.181 -1.526 1.990
H 5.332 0.664 -1.995
H -2.903 -1.800 3.176
H -2.490 -1.574 1.469
H -3.483 -1.973 -3.149
H 3.557 0.323 -0.577
H 5.599 3.239 0.059
H -3.386 1.558 -0.973
H -5.807 1.520 5.169
H 10.397 -4.664 -5.692
H -10.469 1.856 6.638
H -6.244 2.759 6.347
H 7.123 -0.109 -5.175
H 7.951 1.538 1.047
H -3.707 0.559 3.306
H -5.350 3.206 4.888
H 8.517 -2.620 -3.380
H -12.920 1.311 6.521
H 5.783 2.624 1.703
H 6.646 2.396 -6.369
H 0.765 -0.376 -4.556
H -7.954 -2.210 4.096
H 7.771 2.175 -0.588
H -8.584 0.018 4.375
H -3.810 3.108 6.872
H 9.173 -4.859 -3.521
H 10.808 -4.255 -3.248
H -3.037 2.396 4.800
H 3.246 -0.318 -4.676
H 9.047 -3.525 -5.648
H 5.719 0.494 0.738
H -0.910 1.694 -1.126
H 8.005 3.281 0.773
H -12.523 -0.398 6.345
H -6.586 -1.884 2.037
H -0.996 -1.995 -3.373
H -6.328 -1.669 4.527
H 8.000 1.330 -6.747

=====

5.
3 unconnected molecules or ions with the total composition C4H4INO2, computed with ωB97M-V/def2-TZVPD.

Results
- Total energy: -17897.0054 eV
- SMILES: O=C=O.C=CI.C#N
- HOMO level: -9.07 eV
- ΔE to the lowest compared entry with this formula, charge and spin: 128.4 kJ/mol
- Kohn-Sham gap: 9.61 eV

Cartesian coordinates (Å):
I 1.638 0.775 0.811
O 1.256 -1.097 -2.372
O -0.109 0.716 -2.285
N -0.083 -1.982 -0.365
C 0.565 -0.204 -2.300
C -1.049 2.116 1.510
C -0.468 0.946 1.161
C 0.608 -2.880 -0.131
H -0.897 0.016 0.878
H -0.629 3.072 1.560
H 1.262 -3.579 0.081
H -2.094 2.099 1.452

=====

6.
A molecular structure, C49H33Cl8F15GeMnN4OS3, computed with ωB97M-V/def2-TZVPD.

Results
- Total energy: -320638.7283 eV
- HOMO level (spin up / spin down): -8.09 / -7.85 eV
- 2S+1: 2
- Kohn-Sham gap (spin up / spin down): 8.09 / 7.86 eV

Cartesian coordinates (Å):
Ge -1.537 2.555 0.464
Mn 0.247 -1.447 0.621
Cl 4.367 -2.485 -2.485
Cl 5.282 -5.321 2.147
Cl 4.867 -2.326 3.075
Cl 2.242 -0.802 2.109
Cl 6.789 0.612 1.145
Cl 3.064 -6.699 0.420
Cl 7.689 0.467 -5.165
Cl 0.465 -5.130 -0.365
S -1.593 -2.880 1.384
S 7.469 -2.408 -5.871
S -0.856 0.571 0.461
F 2.394 5.977 -2.698
F -2.051 5.514 1.089
F 3.158 4.622 -0.492
F -6.860 3.100 0.510
F -0.188 5.951 -3.483
F -1.382 2.935 5.797
F -4.862 1.772 -3.514
F 1.386 3.181 0.881
F -1.744 5.610 5.735
F -4.499 3.115 1.717
F -2.091 6.885 3.377
F -1.344 1.523 3.564
F -7.069 2.392 -2.083
F -2.005 4.600 -2.112
F -2.448 1.893 -2.377
O 4.502 1.018 -5.069
N -1.907 -1.314 3.530
N 1.777 -0.429 -3.110
N 0.966 -1.359 -1.307
N -3.522 -1.088 1.953
C -1.712 4.922 4.601
C -7.059 -1.068 1.853
C -4.516 2.834 0.405
C 5.102 1.452 -2.368
C 3.904 0.140 -4.133
C -1.492 2.850 3.442
C 1.503 5.268 -2.017
C -5.764 2.806 -0.187
C 5.974 0.463 -0.382
C 6.059 -3.046 -6.591
C -3.354 2.563 -0.298
C -1.846 4.838 2.232
C -4.744 2.133 -2.239
C -2.393 -1.681 2.340
C 2.442 0.545 -3.959
C 3.695 -3.132 2.102
C -1.522 3.558 4.627
C 6.792 -0.841 -5.815
C -0.384 3.771 -0.583
C -3.596 -2.870 5.708
C 0.186 5.249 -2.415
C -1.884 5.570 3.397
C 4.675 0.443 -6.362
C -0.780 -1.945 4.239
C 5.529 -0.793 -6.320
C 5.112 -2.086 -6.768
C 1.332 -1.684 -3.480
C 2.547 -2.487 1.688
C 1.724 -4.340 0.563
C -6.276 -2.380 1.855
C 1.544 -3.026 0.929
C -3.510 2.200 -1.627
C 1.892 4.566 -0.897
C -5.873 2.447 -1.510
C 0.951 3.829 -0.207
C -2.136 -3.088 6.128
C -5.212 -2.489 0.762
C -4.234 -1.322 0.691
C -1.637 3.468 2.207
C 4.888 -0.893 -2.011
C -1.135 -3.226 4.980
C 0.848 -2.255 -2.349
C 3.859 -4.454 1.696
C -0.736 4.518 -1.692
C 1.501 -0.267 -1.801
C 5.764 1.588 -1.161
C 5.546 -0.782 -0.796
C 2.865 -5.062 0.922
C 4.644 0.216 -2.817
H -0.195 -3.621 5.379
H -2.089 -4.008 6.716
H -1.504 -3.956 4.253
H -7.871 -1.098 2.585
H -1.817 -2.280 6.797
H -3.800 -1.843 5.396
H 5.721 -1.658 -0.185
H 1.748 0.626 -1.245
H -4.755 -0.397 0.454
H 4.138 -2.278 -7.207
H -0.006 -2.159 3.512
H 5.139 1.221 -6.963
H 0.443 -3.243 -2.201
H 3.940 -0.889 -4.489
H -5.698 -2.575 -0.218
H -5.803 -2.520 2.834
H -7.505 -0.873 0.873
H 6.004 -4.098 -6.840
H -4.274 -3.086 6.537
H -6.978 -3.210 1.737
H 1.942 0.612 -4.924
H -3.933 -0.422 2.589
H -3.866 -3.530 4.877
H -4.631 -3.401 0.916
H 2.390 1.523 -3.483
H 4.946 2.323 -2.996
H -2.405 -0.592 4.026
H 1.432 -2.058 -4.488
H -0.396 -1.196 4.932
H 6.110 2.557 -0.822
H -3.492 -1.486 -0.080
H 3.709 0.196 -6.813
H -6.434 -0.207 2.111

=====

> Which of these has the highest total energy?

C4H4INO2